17
Properties=species:S:1:pos:R:3:forces:R:3 method="wB97M-V/def2-TZVPD" smiles="C/C=C/[C@@H]1CC(=S)N1" lumo_energy_ha=0.0149 homo_ev=-8.598 homo_lumo_gap_ha=0.331 total_charge=0
C -3.1983 -0.4707 -0.3854 3.20 2.49 0.22
C -1.8005 -0.1652 0.4302 1.57 0.53 -2.05
C -0.5042 -0.0175 -0.1336 -2.76 -0.29 -1.15
C 0.8733 0.2352 0.3984 -2.17 -2.83 3.28
C 1.8008 1.1455 -0.2241 3.54 0.95 -1.91
C 2.9264 -0.0425 -0.1173 -4.63 -0.17 -1.11
H -3.8157 -1.1776 0.1359 0.01 -0.61 0.08
H -2.9335 -0.7684 -1.4910 -1.00 0.93 2.20
H -3.6596 0.5709 -0.1310 0.22 -1.77 -1.54
H -2.0685 0.2160 1.4490 0.90 -0.77 -0.64
H -0.2607 -0.1385 -1.2553 -1.49 -0.35 1.40
H 0.7689 0.3480 1.5608 0.78 -0.30 -1.92
H 1.5196 1.3177 -1.3322 0.78 0.26 1.83
H 2.2158 1.9586 0.3846 -0.78 0.43 -0.70
H 1.8948 -1.6364 0.8511 -0.05 1.38 -3.27
N 1.7974 -0.9657 -0.0684 0.20 -0.13 5.13
S 4.4439 -0.4091 -0.0715 1.69 0.23 0.15

=====

17
Properties=species:S:1:pos:R:3:forces:R:3 method="wB97M-V/def2-TZVPD" lumo_energy_ha=0.0324 homo_ev=-8.355 homo_lumo_gap_ha=0.339 total_charge=0
C -1.9196 -1.2197 0.4711 -0.72 0.36 3.48
C -0.7041 -0.9122 -0.4632 -2.85 0.64 0.25
C 1.3907 1.2752 0.2269 1.46 -0.20 0.06
C -0.0742 1.3477 0.5125 1.55 -2.45 1.10
C -1.4098 1.7110 -0.1694 4.26 1.34 -3.05
C -0.6055 0.5339 -0.7150 -1.36 1.66 1.40
H -2.0936 -0.1401 1.1586 0.24 -3.56 -1.88
H -2.9529 -1.4308 -0.1570 2.84 0.35 1.78
H -1.6422 -2.1178 1.4355 -1.07 2.63 -3.41
H -0.8022 -1.4289 -1.3943 -0.45 -0.46 -0.65
H 2.1778 2.0179 0.1979 -0.41 0.76 0.24
H 0.0620 0.6608 1.5382 -1.90 1.79 -2.24
H -1.5525 2.6085 -0.8332 0.69 -0.90 0.69
H -2.1461 1.7079 0.5075 -2.90 -0.91 2.15
H 0.1387 0.7719 -1.4506 -0.62 0.23 -1.06
N 1.9291 0.0970 0.0899 -1.20 1.66 -0.16
S 0.9527 -1.2340 -0.0505 2.46 -2.93 1.29

=====

| no. | E (eV) |
| --- | --- |
| 1 | -18689.2223 |
| 2 | -18687.5559 |